{"formula": "C4H10N3", "method": "wB97M-V/def2-TZVPD", "orbital_gap_ev": [7.419, 7.421], "charge": 1, "fmax_ev_per_a": 6.2, "homo_energy_ev": [-13.2, -13.2], "smiles": "CN1CC[NH+]=NC1", "species": ["C", "N", "C", "C", "N", "N", "C", "H", "H", "H", "H", "H", "H", "H", "H", "H", "H"], "xyz": [[-0.819422, 1.844521, -0.152957], [-0.068562, 0.797793, 0.463760], [1.173643, 0.326872, -0.012355], [1.137472, -1.251465, -0.122599], [-0.059008, -1.603553, -0.795791], [-1.180914, -1.247343, -0.375977], [-1.104048, -0.593436, 0.801292], [-0.238389, 2.861914, 0.040386], [-0.625367, 1.699160, -1.218258], [-1.912090, 2.020655, 0.058073], [1.801627, 0.733764, 0.849266], [1.580550, 0.637564, -0.934028], [2.088911, -1.432750, -0.681878], [0.996074, -1.532225, 0.849617], [-0.172283, -2.123240, -1.662081], [-1.994084, -0.110138, 1.338953], [-0.604109, -1.028092, 1.554578]], "atomic_forces_ev_per_a": [[1.5, 2.7, -1.8], [-3.5, -2.6, 2.2], [0.0, 0.5, 2.3], [1.7, 2.0, -2.2], [-0.4, -0.6, -1.1], [-0.7, 0.0, -0.5], [-1.4, 6.0, 0.4], [-1.3, -1.9, 0.0], [-0.9, 0.5, -0.5], [1.4, -0.7, 0.2], [0.4, -1.5, -1.3], [-0.2, 1.2, -1.4], [-1.1, -1.0, 0.8], [0.7, -1.5, 2.4], [0.9, 0.1, -0.3], [0.7, -1.0, -1.8], [2.1, -1.9, 2.5]], "lowdin_charge": [-0.103, -0.133, -0.160, -0.070, 0.061, 0.153, -0.066, 0.142, 0.075, 0.113, 0.175, 0.108, 0.169, 0.095, 0.197, 0.166, 0.077]}